(1)
Formula: C53H59BiN4S3
Source: the OMol25 dataset
Level of theory: the ωB97M-V functional and the def2-TZVPD basis

The geometry in ORCA input format:
```
! wB97M-V def2-TZVPD RIJCOSX def2/J DEFGRID3
* xyz 2 1
Bi -1.48 0.42 -1.20
C -3.36 0.22 0.18
C -3.55 1.64 -0.17
C -4.12 1.65 -1.47
C -4.36 0.29 -1.84
C -3.96 -0.59 -0.84
C -4.17 -2.09 -0.82
C -3.62 -2.72 -2.11
C -3.47 -2.71 0.40
C -5.67 -2.37 -0.72
C -4.39 2.78 -2.47
C -5.02 2.21 -3.75
C -5.38 3.82 -1.94
C -3.07 3.44 -2.90
C -3.42 2.71 0.93
C -2.62 2.16 2.11
C -4.84 3.00 1.45
C -2.72 4.01 0.50
H -3.20 -0.13 1.19
H -4.80 -0.03 -2.77
H -2.57 -2.44 -2.27
H -4.19 -2.41 -2.98
H -3.68 -3.81 -2.05
H -2.40 -2.48 0.41
H -3.58 -3.80 0.38
H -3.91 -2.35 1.33
H -6.20 -1.96 -1.58
H -6.09 -1.92 0.18
H -5.86 -3.45 -0.69
H -5.99 1.74 -3.56
H -4.37 1.49 -4.25
H -5.19 3.03 -4.46
H -6.29 3.34 -1.59
H -5.66 4.50 -2.75
H -4.99 4.43 -1.13
H -2.46 2.73 -3.48
H -2.48 3.79 -2.06
H -3.27 4.30 -3.55
H -3.15 1.36 2.64
H -2.44 2.96 2.83
H -1.65 1.78 1.78
H -5.31 2.09 1.80
H -5.48 3.43 0.68
H -4.79 3.71 2.28
H -1.69 3.80 0.19
H -2.69 4.68 1.36
H -3.23 4.53 -0.30
N -0.30 -1.35 -0.58
S 0.87 -2.22 -0.56
N 1.97 -1.98 0.62
S 2.96 -0.79 0.60
N 2.53 0.61 0.12
S 1.31 1.58 0.60
N 0.09 1.59 -0.21
C 1.03 1.22 2.31
C 1.50 2.04 3.33
C 1.16 1.73 4.64
C 0.37 0.62 4.92
C -0.09 -0.19 3.88
C 0.23 0.11 2.57
C 2.15 3.14 0.55
C 1.42 4.21 0.06
C 2.03 5.46 0.02
C 3.34 5.61 0.47
C 4.05 4.52 0.96
C 3.46 3.27 1.00
C 4.39 -1.12 -0.39
C 4.92 -0.13 -1.21
C 6.08 -0.43 -1.91
C 6.68 -1.68 -1.78
C 6.12 -2.65 -0.95
C 4.96 -2.37 -0.24
C 3.61 -0.81 2.25
C 4.73 -0.02 2.48
C 5.27 -0.01 3.75
C 4.70 -0.77 4.76
C 3.59 -1.56 4.50
C 3.03 -1.59 3.23
C 0.51 -3.93 -0.26
C -0.48 -4.47 -1.07
C -0.84 -5.79 -0.89
C -0.21 -6.55 0.09
C 0.77 -6.00 0.89
C 1.15 -4.68 0.72
C 1.78 -2.22 -2.08
C 2.51 -3.33 -2.50
C 3.21 -3.26 -3.69
C 3.19 -2.09 -4.44
C 2.47 -0.98 -4.01
C 1.75 -1.04 -2.82
H 2.09 2.92 3.12
H 1.51 2.36 5.45
H 0.11 0.39 5.94
H -0.72 -1.05 4.10
H -0.15 -0.50 1.76
H 0.41 4.06 -0.29
H 1.49 6.31 -0.37
H 3.81 6.59 0.43
H 5.07 4.65 1.30
H 4.00 2.41 1.37
H 4.43 0.83 -1.30
H 6.52 0.32 -2.56
H 7.59 -1.90 -2.32
H 6.60 -3.61 -0.85
H 4.52 -3.11 0.41
H 5.19 0.54 1.67
H 6.15 0.59 3.95
H 5.13 -0.76 5.75
H 3.15 -2.16 5.29
H 2.16 -2.19 3.01
H -0.96 -3.86 -1.82
H -1.61 -6.23 -1.51
H -0.50 -7.58 0.23
H 1.26 -6.60 1.65
H 1.93 -4.23 1.33
H 2.52 -4.24 -1.91
H 3.77 -4.12 -4.03
H 3.74 -2.04 -5.37
H 2.46 -0.08 -4.60
H 1.20 -0.19 -2.47
*
```

The value obtained for the electronic energy is -3682.4902 Ha. As for the largest force on an atom: 0.44 eV Å⁻¹.

(2)
Formula: C31H69N3O5S2
Source: the OMol25 dataset
Level of theory: the ωB97M-V functional and the def2-TZVPD basis

The geometry in ORCA input format:
```
! wB97M-V def2-TZVPD RIJCOSX def2/J DEFGRID3
* xyz 0 1
C -8.74 14.91 12.42
S -9.55 13.44 11.59
O -10.38 14.01 10.46
C -8.18 12.60 10.77
H -9.36 15.61 12.96
H -8.07 15.43 11.73
H -8.21 14.36 13.20
H -7.51 12.14 11.49
H -7.75 13.32 10.07
H -8.53 11.78 10.14
C -0.87 6.56 10.95
S -2.39 6.90 11.91
O -2.85 8.25 11.45
C -3.48 5.56 11.24
H -0.25 7.45 10.98
H -1.04 6.44 9.88
H -0.38 5.67 11.34
H -3.40 5.25 10.19
H -4.53 5.80 11.31
H -3.04 4.68 11.71
C -3.18 -3.24 10.86
C -2.63 -3.44 12.34
C -1.41 -2.35 12.44
C -1.01 -2.11 13.86
C -2.30 -1.68 14.57
C -3.38 -2.75 14.67
N -3.71 -3.11 13.27
O -4.77 -4.01 13.17
C -2.98 -3.81 15.69
C -4.57 -1.99 15.21
C -1.93 -4.87 12.48
H -4.10 -3.79 10.67
H -2.48 -3.31 10.03
H -3.47 -2.19 10.93
H -0.53 -2.77 11.95
H -1.59 -1.39 11.95
H -0.26 -1.34 13.70
H -0.34 -2.88 14.22
H -2.68 -0.92 13.89
H -2.22 -1.23 15.56
H -3.82 -4.50 15.79
H -2.09 -4.40 15.49
H -2.85 -3.29 16.63
H -5.38 -2.66 15.48
H -4.28 -1.37 16.06
H -4.77 -1.23 14.45
H -1.16 -5.07 11.74
H -2.62 -5.70 12.54
H -1.33 -4.95 13.39
H -4.47 -4.78 13.65
C 6.22 6.58 1.16
C 5.20 5.50 1.61
C 5.89 4.18 1.56
C 5.01 2.97 2.08
C 4.67 3.24 3.50
C 3.99 4.63 3.74
N 4.76 5.70 3.03
O 4.30 7.04 3.30
C 2.51 4.55 3.23
C 3.98 4.93 5.24
C 4.01 5.51 0.57
H 7.20 6.49 1.64
H 6.49 6.77 0.12
H 5.89 7.59 1.41
H 6.18 4.10 0.52
H 6.84 4.19 2.10
H 4.23 2.63 1.40
H 5.58 2.06 2.29
H 5.51 3.06 4.17
H 4.04 2.44 3.91
H 2.52 4.34 2.16
H 1.92 5.44 3.47
H 2.01 3.80 3.83
H 4.97 4.93 5.70
H 3.36 4.21 5.78
H 3.66 5.95 5.45
H 3.15 6.16 0.67
H 4.42 5.61 -0.44
H 3.67 4.48 0.50
H 5.12 7.43 3.62
C 7.35 14.98 10.13
C 8.00 13.71 10.56
C 6.90 12.52 10.64
C 6.42 12.02 9.31
C 7.61 11.52 8.53
C 8.70 12.62 8.32
N 9.01 13.24 9.61
O 10.16 14.02 9.49
C 9.91 11.93 7.64
C 8.10 13.64 7.26
C 8.68 13.86 11.93
H 6.63 15.37 10.84
H 6.72 14.93 9.24
H 8.03 15.81 9.92
H 7.30 11.63 11.13
H 6.04 12.95 11.15
H 5.92 12.87 8.84
H 5.65 11.25 9.44
H 7.36 11.16 7.53
H 8.04 10.62 8.96
H 10.22 11.32 8.49
H 9.61 11.37 6.76
H 10.69 12.69 7.52
H 8.01 13.28 6.23
H 7.07 13.99 7.26
H 8.66 14.58 7.29
H 9.38 13.02 11.94
H 7.94 13.73 12.72
H 9.17 14.84 11.93
H 10.79 13.68 10.12
*
```

As for the largest force on an atom: 3.18 eV Å⁻¹. As for the energy above the lowest of the compared OMol25 structures with the same formula, charge and spin: 4.481 eV.

(3)
Formula: C8H7N2O3
Source: the OMol25 dataset
Level of theory: the ωB97M-V functional and the def2-TZVPD basis

The geometry in ORCA input format:
```
! wB97M-V def2-TZVPD RIJCOSX def2/J DEFGRID3
* xyz -1 1
O 0.69 -3.96 -0.12
C -0.17 -3.06 0.25
O -1.30 -3.18 0.69
C 0.46 -1.62 0.18
O 1.85 -1.83 0.09
N -0.09 -0.80 1.33
C -0.35 0.49 0.71
C -0.48 1.67 1.33
C -0.44 2.84 0.55
C -0.23 2.81 -0.87
C -0.08 1.51 -1.52
C -0.13 0.41 -0.70
N 0.07 -0.92 -1.08
H 1.76 -2.90 -0.14
H -1.00 -1.16 1.69
H -0.51 1.89 2.35
H -0.68 3.80 0.96
H -0.10 3.72 -1.40
H -0.13 1.30 -2.57
H 0.86 -1.01 -1.74
*
```

As for the largest force on an atom: 2.86 eV Å⁻¹. As for the energy above the lowest of the compared OMol25 structures with the same formula, charge and spin: 0.000 eV.

- Among the records above, which one has the lowest largest force on an atom?
  C53H59BiN4S3

- What is the largest force on an atom in the first record?
  0.44 eV Å⁻¹